Record 1
H80O40 | wB97M-V/def2-TZVPD

Geometry as ORCA input:
```
! wB97M-V def2-TZVPD RIJCOSX def2/J DEFGRID3
* xyz 0 1
H -4.596 0.148 -2.135
H -4.705 0.574 -0.608
O -4.403 -0.112 -1.178
H -1.579 2.174 -2.806
H -1.301 1.098 -1.811
O -1.448 1.221 -2.799
H 5.210 0.080 -0.396
H 4.338 -0.260 0.779
O 4.340 -0.210 -0.198
H 1.195 1.466 -2.173
H 1.408 1.217 -0.887
O 0.682 1.683 -1.387
H -1.732 -1.397 -2.178
H -1.354 -2.868 -2.081
O -1.381 -2.065 -1.593
H 3.783 0.369 -2.691
O 2.982 0.947 -2.880
H -2.134 5.406 -1.165
O -2.376 5.629 -2.110
H 1.327 0.760 6.440
H 0.173 0.955 5.358
O 0.792 0.301 5.729
H -0.900 3.541 -0.233
H -2.189 2.768 -1.085
O -1.847 3.312 -0.317
H -3.328 -1.743 0.739
H -1.980 -1.961 1.512
O -2.792 -1.375 1.418
H -1.182 5.163 1.806
H -2.629 5.252 2.404
O -1.759 4.922 2.511
H -3.110 0.327 -3.186
O -3.843 0.062 -3.735
H -0.460 -2.173 -4.458
H 0.870 -2.816 -4.443
O 0.076 -2.720 -3.881
H 1.719 -5.526 -3.751
H 2.419 -4.327 -4.352
O 1.923 -5.076 -4.576
H 0.897 -0.137 2.386
H -0.118 0.908 2.660
O 0.689 0.743 2.101
H 4.854 -1.582 -3.014
H 4.190 -1.599 -1.439
O 4.225 -1.319 -2.342
H -1.364 0.851 4.384
H -2.342 0.209 3.304
O -1.642 0.857 3.486
H 0.201 -1.999 5.052
H -1.086 -2.636 5.155
O -0.219 -2.703 5.554
H 2.262 -3.384 0.875
O 3.176 -3.673 0.973
H 4.751 -2.955 -0.535
H 5.957 -2.229 -0.539
O 5.622 -3.049 -0.178
H 2.639 -0.770 4.521
O 2.918 -1.602 4.127
H -2.026 -0.067 0.156
H -0.670 0.751 0.187
O -1.523 0.678 -0.143
H -0.534 -5.069 -0.191
H 0.914 -4.680 0.244
O 0.241 -5.351 0.272
H -2.827 2.099 1.092
H -4.023 2.926 1.699
O -3.782 2.121 1.229
H 0.590 4.497 -3.021
H 0.360 3.526 -1.995
O -0.143 4.036 -2.601
H -3.091 3.233 -4.841
H -2.122 2.409 -5.400
O -2.619 2.419 -4.566
H 5.803 -1.126 2.520
H 5.498 -1.968 1.250
O 5.708 -1.016 1.583
H 2.252 -2.395 -2.453
H 2.611 -1.954 -3.860
O 2.691 -2.712 -3.229
H -2.868 -1.461 -4.548
H -3.918 -2.414 -5.070
O -2.990 -2.229 -5.053
H -5.953 1.855 2.654
H -5.518 1.462 1.475
O -6.391 1.341 1.880
H -4.555 0.004 3.397
H -4.547 -1.384 2.737
O -5.009 -0.886 3.417
H -5.590 -2.232 -2.388
O -4.894 -2.493 -2.968
H 2.463 1.904 2.505
H 3.675 1.373 1.774
O 3.344 2.171 2.189
H 3.521 -4.526 1.129
H 2.776 1.567 -2.183
H 2.912 -2.321 4.767
H -1.732 4.957 -2.379
H -4.031 0.748 -4.388
H -4.103 -2.466 -2.422
O -2.516 -0.817 5.385
H -2.103 -0.028 5.747
H -3.455 -0.708 5.145
O 5.611 3.652 1.530
H 5.384 3.348 2.412
H 5.083 3.082 0.985
O -0.555 -2.866 1.893
H -0.573 -3.005 2.866
H 0.364 -2.506 1.846
O -0.030 3.241 5.003
H 0.084 4.216 4.761
H -0.485 2.987 4.174
O 1.125 -2.967 -0.319
H 1.195 -2.721 -1.242
H 0.403 -2.406 -0.043
O 2.420 -0.407 -4.945
H 2.297 -0.059 -5.832
H 1.888 0.050 -4.302
O 2.748 3.630 0.037
H 2.027 4.141 -0.332
H 3.365 4.143 0.642
*
```

Its HOMO energy is -10.15 eV. As for the calculated total energy: -3057.3878 Ha. For the largest force on an atom, the calculation gives 3.7 eV/A. Its HOMO-LUMO gap is 0.3460 hartree. For the energy relative to the best compared isomer or geometry (same formula, charge and spin), the calculation gives 231.9 kcal per mole.

Here are the Mulliken charges for atoms 1 to 4, given in e: H 0.336; H 0.110; O -0.469; H 0.505


Record 2
C4H4ClN | wB97M-V/def2-TZVPD

Geometry as ORCA input:
```
! wB97M-V def2-TZVPD RIJCOSX def2/J DEFGRID3
* xyz 0 1
C -1.177 -0.084 0.150
C -0.457 1.100 -0.016
C 0.873 0.674 -0.105
C -0.232 -1.231 -0.027
H -0.786 2.108 0.388
H 1.839 1.387 -0.249
H 2.066 -0.819 -0.119
H -0.164 -2.379 -0.066
N 1.040 -0.652 0.083
Cl -3.002 -0.103 -0.040
*
```

Its HOMO energy is -8.33 eV. Its SMILES is Clc1cc[nH]c1. As for the calculated total energy: -669.6879 Ha. For the largest force on an atom, the calculation gives 4.7 eV/A. Its HOMO-LUMO gap is 0.3311 hartree. For the energy relative to the best compared isomer or geometry (same formula, charge and spin), the calculation gives 46.2 kcal per mole.

Here are the Mulliken charges for atoms 1 to 4, given in e: C 0.243; C -0.408; C -0.231; C -0.455


Record 3
C3H4AlBrCl4F3MgN2O9PS | wB97M-V/def2-TZVPD

Geometry as ORCA input:
```
! wB97M-V def2-TZVPD RIJCOSX def2/J DEFGRID3
* xyz 0 1
O -1.898 -0.831 1.669
S -1.891 -1.215 3.030
O -2.784 -0.337 3.791
F -2.456 -2.635 3.058
N -0.307 -1.095 3.613
Cl 0.646 -2.039 2.516
P 0.024 -1.815 5.309
O 0.071 -3.341 5.094
Cl -1.694 -1.407 6.456
H -0.906 -3.753 4.657
C 0.157 -1.656 -1.616
C 0.121 -0.411 -0.765
O 0.758 0.539 -1.620
C 0.528 0.180 -2.850
O 0.670 0.923 -3.821
O 0.081 -1.085 -2.946
F 0.836 -0.565 0.354
H 1.091 -2.208 -1.513
H -0.673 -2.329 -1.423
H -0.875 -0.051 -0.514
Al -1.280 1.297 -3.629
Cl -1.241 -5.216 3.913
N 1.625 4.148 -4.057
O 1.375 2.948 -3.997
O 0.817 5.019 -3.935
O 2.897 4.542 -4.302
Br 4.673 3.918 -4.106
Mg -4.558 0.353 3.640
Cl 3.913 5.655 -5.945
F 0.315 2.282 -0.043
*
```

Its HOMO energy is -7.27 eV. As for the calculated total energy: -6799.2433 Ha. For the largest force on an atom, the calculation gives 3.4 eV/A. Its HOMO-LUMO gap is 0.0434 hartree.

Here are the Mulliken charges for atoms 1 to 4, given in e: O -0.549; S 1.129; O -0.486; F -0.144


Record 4
C43H38FFeN12O4Se | wB97M-V/def2-TZVPD

Geometry as ORCA input:
```
! wB97M-V def2-TZVPD RIJCOSX def2/J DEFGRID3
* xyz 2 6
Fe -8.982 -19.809 16.690
N -6.377 -23.046 16.093
C -7.512 -23.872 16.295
C -8.472 -23.049 16.893
N -7.975 -21.775 17.034
C -6.732 -21.810 16.525
C -6.149 -20.544 16.193
N -6.885 -19.432 16.323
C -6.270 -18.410 15.592
C -5.116 -18.882 15.045
N -5.059 -20.272 15.443
H -5.472 -23.334 15.702
H -7.548 -24.926 16.026
H -9.421 -23.230 17.328
H -6.645 -17.416 15.576
H -4.307 -18.375 14.462
H -4.320 -20.947 15.263
C -10.490 -16.180 9.541
C -9.080 -16.523 10.066
N -9.116 -16.740 11.517
C -9.116 -18.004 11.917
C -9.146 -18.391 13.232
C -9.011 -19.843 13.549
O -8.858 -20.613 12.580
O -9.047 -20.272 14.805
C -9.350 -17.370 14.203
O -9.705 -17.527 15.412
C -9.308 -16.000 13.764
C -9.357 -14.970 14.680
C -9.213 -13.685 14.282
F -9.214 -12.800 15.311
C -9.155 -13.259 12.920
C -9.215 -14.342 11.996
C -9.198 -15.687 12.406
N -9.085 -11.973 12.457
C -9.267 -10.879 13.439
C -9.869 -9.685 12.621
N -8.961 -9.327 11.473
C -8.564 -10.548 10.640
C -8.043 -11.631 11.504
H -10.423 -15.849 8.516
H -10.917 -15.340 10.047
H -11.198 -17.012 9.553
H -8.432 -15.675 9.898
H -8.685 -17.437 9.588
H -9.115 -18.692 11.078
H -9.399 -15.230 15.742
H -9.339 -14.096 10.952
H -8.317 -10.629 13.947
H -9.996 -11.124 14.208
H -9.957 -8.805 13.284
H -10.881 -9.971 12.268
H -8.093 -8.836 11.811
H -9.427 -8.561 10.911
H -7.856 -10.149 9.870
H -9.493 -10.889 10.124
H -7.121 -11.347 12.087
H -7.792 -12.473 10.864
C -20.939 -19.495 24.418
O -20.661 -19.221 23.032
C -19.480 -19.643 22.523
C -18.396 -20.014 23.258
C -17.143 -20.157 22.654
C -16.989 -20.014 21.288
C -18.120 -19.663 20.530
C -19.347 -19.485 21.111
C -15.727 -19.940 20.673
N -15.510 -19.661 19.375
C -14.158 -19.798 19.188
C -13.527 -20.131 20.393
N -14.515 -20.217 21.292
C -12.165 -20.577 20.462
C -11.542 -21.018 21.664
C -10.315 -21.680 21.550
C -9.705 -21.687 20.283
N -10.262 -21.245 19.167
C -11.437 -20.650 19.213
C -12.030 -20.202 17.947
N -11.261 -20.213 16.817
C -11.885 -20.014 15.655
C -13.245 -19.666 15.566
C -14.064 -19.585 16.697
C -13.407 -19.792 17.932
H -22.042 -19.430 24.580
H -20.412 -18.798 25.087
H -20.665 -20.533 24.661
H -18.513 -20.173 24.309
H -16.327 -20.300 23.339
H -17.969 -19.506 19.442
H -20.219 -19.242 20.506
H -14.363 -20.490 22.260
H -12.059 -20.884 22.653
H -9.796 -22.169 22.333
H -8.703 -22.025 20.166
H -11.247 -20.066 14.788
H -13.639 -19.451 14.535
H -15.119 -19.294 16.687
Se -8.232 -16.578 20.250
C -8.751 -17.578 18.885
N -8.996 -18.421 18.091
*
```

Its HOMO energy (spin up / spin down) is -10.36 / -10.36 eV. As for the calculated total energy: -6384.0384 Ha. For the largest force on an atom, the calculation gives 3.5 eV/A. As for the expectation value of S²: 8.767. Its HOMO-LUMO gap (spin up / spin down) is 0.2094 / 0.1776 hartree. For the energy relative to the best compared isomer or geometry (same formula, charge and spin), the calculation gives 18.0 kcal per mole.

Here are the Mulliken charges for atoms 1 to 4, given in e: Fe 0.943; N -0.094; C -0.916; C -0.381


Record 5
C2H5NO3 | wB97M-V/def2-TZVPD

Geometry as ORCA input:
```
! wB97M-V def2-TZVPD RIJCOSX def2/J DEFGRID3
* xyz 0 1
C -0.768 -0.246 0.439
C 1.647 -0.032 0.259
N 0.414 0.625 0.565
O 1.082 0.741 -0.757
O -1.801 0.552 -0.449
O -0.737 -1.303 -0.350
H -1.419 -0.556 -1.065
H -1.360 1.287 -0.905
H -1.214 -0.345 1.434
H 2.527 0.382 0.744
H 1.629 -1.105 0.085
*
```

Its HOMO energy is -10.19 eV. As for the calculated total energy: -359.5250 Ha. For the largest force on an atom, the calculation gives 2.2 eV/A. Its HOMO-LUMO gap is 0.4065 hartree. For the energy relative to the best compared isomer or geometry (same formula, charge and spin), the calculation gives 115.6 kcal per mole.

Here are the Mulliken charges for atoms 1 to 4, given in e: C 0.205; C -0.066; N -0.288; O -0.356


Record 6
CH5INO | wB97M-V/def2-TZVPD

Geometry as ORCA input:
```
! wB97M-V def2-TZVPD RIJCOSX def2/J DEFGRID3
* xyz 1 1
C -0.979 0.085 0.539
N 0.055 0.498 1.181
O 0.978 -0.044 -1.247
I -1.129 -1.864 0.025
H -1.906 0.606 0.394
H 0.174 1.353 1.696
H 0.938 0.011 1.105
H 1.227 -0.919 -1.520
H 0.643 0.273 -2.172
*
```

Its HOMO energy is -14.77 eV. As for the calculated total energy: -468.4890 Ha. For the largest force on an atom, the calculation gives 3.6 eV/A. Its HOMO-LUMO gap is 0.3402 hartree. For the energy relative to the best compared isomer or geometry (same formula, charge and spin), the calculation gives 13.6 kcal per mole.

Here are the Mulliken charges for atoms 1 to 4, given in e: C -0.122; N -0.206; O -0.653; I 0.327


Record 7
C50H44BrGeIKN2O6 | wB97M-V/def2-TZVPD

Geometry as ORCA input:
```
! wB97M-V def2-TZVPD RIJCOSX def2/J DEFGRID3
* xyz -2 2
K 1.585 -0.033 0.944
O 0.025 -3.845 3.921
C -0.804 -3.209 4.687
C -1.257 -3.767 5.910
C -2.158 -3.110 6.729
C -2.658 -1.861 6.377
C -2.237 -1.290 5.180
C -1.333 -1.922 4.341
C -0.931 -1.317 3.009
O 0.437 -1.641 2.712
N -1.147 0.103 2.975
N -0.949 0.617 1.661
C -1.360 1.855 1.552
C -1.286 2.663 0.409
Br -0.244 1.972 -1.066
C -1.851 3.916 0.171
C -2.965 4.526 0.822
C -3.243 5.894 0.567
C -4.318 6.544 1.134
C -5.192 5.871 1.990
C -4.951 4.525 2.247
C -3.872 3.863 1.689
H 0.537 -2.568 3.078
H -0.863 -4.741 6.181
H -2.474 -3.578 7.657
H -3.364 -1.342 7.015
H -2.626 -0.326 4.874
H -1.560 -1.731 2.211
H -0.501 0.542 3.631
H -1.792 2.343 2.429
H -1.415 4.493 -0.638
H -2.575 6.440 -0.092
H -4.478 7.594 0.911
H -6.032 6.383 2.442
H -5.620 3.974 2.899
H -3.737 2.811 1.898
C -0.379 -4.345 -3.400
Ge -0.874 -2.904 -2.188
C -1.898 -3.648 -0.721
C -3.224 -4.020 -0.942
C -3.977 -4.579 0.081
C -3.409 -4.775 1.334
C -2.091 -4.410 1.569
C -1.344 -3.847 0.540
C -1.740 -1.437 -3.121
C -1.539 -1.368 -4.477
C -2.138 -0.357 -5.257
C -2.936 0.577 -4.665
C -3.169 0.554 -3.269
C -3.957 1.549 -2.641
C -4.148 1.543 -1.291
C -3.554 0.535 -0.506
C -2.782 -0.434 -1.079
C -2.566 -0.462 -2.480
H -1.282 -4.869 -3.717
H 0.252 -5.051 -2.856
H 0.172 -3.980 -4.262
H -3.687 -3.849 -1.909
H -5.011 -4.849 -0.097
H -3.999 -5.197 2.138
H -1.625 -4.527 2.541
H -0.329 -3.531 0.752
H -0.895 -2.084 -4.974
H -1.949 -0.325 -6.324
H -3.394 1.368 -5.249
H -4.382 2.334 -3.257
H -4.715 2.329 -0.807
H -3.666 0.549 0.570
H -2.297 -1.155 -0.437
C 6.104 -0.543 1.384
C 5.030 -0.988 0.433
C 4.588 -0.128 -0.561
C 3.550 -0.469 -1.422
C 3.068 0.576 -2.395
C 2.927 -1.712 -1.256
C 3.358 -2.607 -0.264
C 2.699 -3.945 -0.046
C 4.412 -2.230 0.554
C 1.731 -2.059 -2.083
O 1.717 -2.098 -3.295
O 0.656 -2.314 -1.339
H 7.049 -0.391 0.857
H 6.267 -1.281 2.170
H 5.810 0.410 1.835
H 5.007 0.869 -0.618
H 3.825 0.757 -3.162
H 2.907 1.509 -1.849
H 2.150 0.293 -2.903
H 2.375 -4.397 -0.985
H 1.824 -3.853 0.597
H 3.394 -4.631 0.440
H 4.743 -2.912 1.332
I 0.406 7.633 4.213
C 1.441 6.018 3.366
C 0.867 5.315 2.319
C 1.573 4.255 1.760
C 2.821 3.888 2.250
C 3.368 4.602 3.309
C 2.688 5.674 3.869
C 3.560 2.690 1.643
O 4.620 2.338 2.196
O 3.001 2.166 0.645
H -0.116 5.567 1.941
H 1.147 3.698 0.937
H 4.335 4.293 3.686
H 3.117 6.231 4.692
*
```

Its HOMO energy (spin up / spin down) is -0.60 / -2.36 eV. As for the calculated total energy: -8041.4442 Ha. For the largest force on an atom, the calculation gives 0.1 eV/A. As for the expectation value of S²: 0.785. Its HOMO-LUMO gap (spin up / spin down) is 0.1521 / 0.2165 hartree. For the energy relative to the best compared isomer or geometry (same formula, charge and spin), the calculation gives 0.2 kcal per mole.

Here are the Mulliken charges for atoms 1 to 4, given in e: K 0.615; O -0.959; C 0.424; C -0.746


Record 8
C4H21NO6S | wB97M-V/def2-TZVPD

Geometry as ORCA input:
```
! wB97M-V def2-TZVPD RIJCOSX def2/J DEFGRID3
* xyz 0 1
C 2.397 -1.104 1.682
N 1.570 -0.361 0.733
C 0.386 0.306 1.236
C -0.212 -0.390 2.429
S -2.019 -0.304 2.694
C 0.510 1.839 1.388
O 0.250 2.380 0.117
H 3.348 -1.438 1.150
H 2.615 -0.374 2.440
H 1.897 -2.023 2.171
H 1.304 -1.067 0.003
H -0.427 0.310 0.439
H 0.204 -0.009 3.402
H -0.065 -1.496 2.345
H -2.395 -0.337 1.430
H -0.144 2.333 2.157
H 1.573 2.083 1.470
H -0.449 2.992 -0.094
H 0.063 -1.800 -1.806
H 1.244 -2.607 -1.825
O 0.968 -1.716 -2.129
H 1.209 -0.057 -3.526
H 1.453 1.110 -2.590
O 0.961 0.811 -3.406
H -2.325 0.917 -1.329
H -3.749 0.468 -1.097
O -2.850 0.289 -0.822
H -0.861 1.467 -3.098
H -0.348 1.973 -1.612
O -1.167 1.663 -2.136
H -2.058 -1.346 -0.929
H -1.500 -2.575 -0.074
O -1.381 -1.939 -0.811
*
```

Its HOMO energy is -8.61 eV. Its SMILES is CN[C@H](CO)CS.O.O.O.O.O. As for the calculated total energy: -1069.3265 Ha. For the largest force on an atom, the calculation gives 5.1 eV/A. Its HOMO-LUMO gap is 0.3336 hartree. For the energy relative to the best compared isomer or geometry (same formula, charge and spin), the calculation gives 21.9 kcal per mole.

Here are the Mulliken charges for atoms 1 to 4, given in e: C -1.000; N -0.360; C 1.828; C -1.007